19
Properties=species:S:1:pos:R:3:mulliken_charge:R:1 method="wB97M-V/def2-TZVPD" homo_lumo_gap_ha=0.33122 smiles=COc1ccc2[nH]ncc2c1 homo_ev=-8.10
O 2.42 0.34 -0.02 -0.40
N -2.97 0.54 -0.03 0.20
N -3.31 -0.80 0.02 -0.83
C -2.16 -1.45 0.05 -0.52
C -1.62 0.72 -0.03 -0.43
C -1.05 -0.57 -0.02 0.85
C 0.53 1.72 0.09 -0.80
C 3.07 -0.90 -0.05 -0.79
C 0.32 -0.77 0.07 -0.58
C 1.03 0.36 0.09 1.05
C -0.83 1.87 0.04 -0.66
H -1.30 2.85 0.01 0.34
H 4.09 -0.62 -0.32 0.22
H -3.74 1.22 -0.23 0.24
H -2.14 -2.51 0.07 0.52
H 2.51 -1.44 -0.87 0.36
H 3.08 -1.41 0.92 0.28
H 1.23 2.54 0.02 0.43
H 0.84 -1.70 0.21 0.53